Record 1
{
  "formula": "C4H16O3S",
  "method": "wB97M-V/def2-TZVPD",
  "elements": ["C", "H", "H", "S", "O", "H", "C", "H", "O", "H", "H", "C", "O", "H", "H", "C", "H", "H", "H", "H", "H", "H", "H", "H"],
  "positions_angstrom": [[-0.42814, -0.56859, 1.34648], [-0.55927, 0.42135, 1.77968], [-1.20313, -2.87813, -0.44837], [0.43614, -1.43081, 2.73255], [-1.85741, -2.66862, -1.11627], [0.07345, 1.39037, -0.81148], [0.05441, 0.32891, -1.01549], [0.83858, -1.51390, -0.17629], [2.37061, 1.85130, 0.87081], [-2.29945, 2.53329, 0.12121], [-0.67004, -1.93673, 3.29566], [0.98941, 0.13913, -2.21975], [-1.46078, 2.51449, 0.58521], [2.85376, 2.16346, 1.64305], [1.86915, 0.77395, -2.13467], [0.54036, -0.53190, 0.16795], [1.29304, -0.90322, -2.31358], [-1.16031, 1.59794, 0.61974], [1.54559, 2.35028, 0.85092], [-0.96397, 0.00340, -1.25453], [-1.38193, -1.00452, 1.06253], [1.42837, 0.02751, 0.48894], [0.41280, 0.38290, -3.11537], [-2.72126, -3.04186, -0.95894]],
  "forces_ev_per_a": [[1.015, -0.052, 0.232], [-0.317, 0.104, -0.316], [-0.423, -0.401, 0.316], [-0.529, -0.362, -0.307], [0.379, 0.774, -0.866], [-0.237, 0.156, 0.334], [0.287, -1.249, -0.282], [-0.115, -0.319, 0.025], [0.069, 0.175, 0.014], [-0.059, -0.191, -0.082], [0.088, 0.011, 0.129], [-0.810, -0.160, -0.052], [0.245, 0.302, 0.377], [-0.099, 0.041, -0.036], [0.038, -0.050, -0.082], [0.204, 1.851, 0.068], [0.105, -0.010, -0.024], [-0.448, 0.226, -0.189], [0.089, 0.107, 0.080], [0.010, 0.244, -0.240], [-0.075, -0.161, 0.267], [0.120, -0.810, 0.195], [0.392, 0.155, -0.137], [0.071, -0.381, 0.575]],
  "e_lumo_ev": 0.6,
  "gap_ev": 9.65,
  "total_charge": 0,
  "smiles": "CCCCS.O.O.O"
}

Record 2
{
  "formula": "C4H16O4",
  "method": "wB97M-V/def2-TZVPD",
  "elements": ["C", "H", "H", "H", "O", "H", "H", "H", "O", "H", "H", "O", "H", "H", "H", "C", "H", "H", "C", "H", "O", "H", "H", "C"],
  "positions_angstrom": [[-0.51567, -0.79846, -2.69692], [6.12991, -1.11221, -4.72498], [-2.10548, -0.67979, -1.54486], [-3.98174, 3.85698, 1.88422], [-3.07541, -2.44484, 2.35289], [0.14991, -0.29372, -1.99668], [-3.29149, 5.07876, 4.05023], [-2.46453, 4.39959, 1.42847], [-2.65552, 4.61712, 3.49885], [-3.58082, 5.54306, 1.85809], [-0.33094, -0.48486, -3.72436], [6.19408, -0.55254, -3.94764], [7.07635, -0.74226, -2.12059], [-0.33917, -1.87340, -2.73510], [-2.60764, -3.63872, 3.86419], [-2.16792, -2.73570, 3.44074], [5.85588, -1.80183, -2.43776], [-1.16626, -2.78447, 3.01366], [6.70871, -1.35186, -2.94602], [-2.30072, -1.95683, 4.19163], [-1.84458, -0.35287, -2.40896], [-3.92716, -2.39909, 2.79339], [7.46003, -2.06366, -3.28799], [-3.21972, 4.57151, 2.19544]],
  "forces_ev_per_a": [[-0.348, 0.732, -0.345], [-0.183, 0.243, -0.171], [0.013, -0.051, 0.076], [-0.314, -0.441, 1.165], [0.299, 0.269, 0.064], [0.435, -0.238, -0.206], [0.033, -0.040, 0.160], [0.680, -0.244, 0.508], [-0.595, -0.460, -0.631], [-0.320, 0.310, 0.422], [0.204, 0.339, 0.147], [0.082, 0.757, -1.324], [0.654, 0.322, -0.392], [-0.378, -0.199, 0.545], [1.110, -0.476, 0.318], [-1.654, 0.221, -0.547], [0.057, -1.030, -0.069], [-0.145, -0.258, 0.432], [-0.572, -0.239, 1.783], [0.652, 0.149, 0.095], [0.065, -0.588, -0.198], [-0.255, 0.105, -0.382], [-0.040, -0.055, 0.173], [0.518, 0.872, -1.624]],
  "e_lumo_ev": 0.6,
  "gap_ev": 10.90,
  "total_charge": 0,
  "smiles": "CO.CO.CO.CO"
}

Record 3
{
  "formula": "C4H16O6S",
  "method": "wB97M-V/def2-TZVPD",
  "elements": ["H", "C", "C", "H", "O", "O", "H", "H", "H", "S", "H", "H", "H", "H", "H", "O", "H", "O", "H", "C", "O", "O", "H", "H", "C", "H", "H"],
  "positions_angstrom": [[-0.27511, 2.27732, 2.82316], [-0.29930, 1.74552, 0.91601], [-1.25931, 1.31489, -0.11342], [-1.37304, -1.59194, 3.11858], [1.67126, -0.34421, -2.00809], [-0.92028, 2.17976, 2.06616], [1.85878, 0.50062, -2.43341], [-1.16162, -2.71744, -2.03149], [-1.86281, -0.23450, -2.42144], [-2.36617, -2.39277, -1.41469], [-0.96173, -0.79799, 0.34139], [-2.31495, 1.42233, 0.06231], [3.40759, 2.25346, -0.19917], [1.81853, -1.19366, 0.34123], [0.01008, -0.18047, -0.97899], [1.64358, -2.00786, 0.81494], [-3.08146, -0.12845, -1.29276], [-0.74524, -2.32610, 3.01659], [1.89144, 1.92803, -0.34126], [-0.94298, -0.19309, -0.56491], [2.72291, 2.03758, -0.84545], [0.90422, 1.69922, 0.94565], [-0.03104, -1.75950, 2.65087], [-0.97996, 1.97199, -0.94362], [-2.10777, -0.61300, -1.42259], [2.23569, -2.36115, 1.47360], [2.51868, -0.48862, -1.55920]],
  "forces_ev_per_a": [[-0.577, -0.062, -1.475], [-0.884, 0.424, 3.485], [1.462, -0.792, -1.693], [-0.486, -0.677, 0.297], [0.775, -0.134, -0.132], [0.176, -0.241, 0.314], [-0.125, 0.169, -0.004], [-1.024, 0.255, 0.583], [-0.100, -0.511, -0.307], [0.835, -0.480, -0.781], [0.241, -0.092, 0.088], [-0.091, 0.324, 0.752], [-0.332, -0.003, -0.139], [0.817, 0.074, 0.625], [1.213, -0.513, -1.038], [-1.661, -0.735, -0.346], [0.207, -0.191, 0.900], [0.402, 1.772, -0.320], [0.612, -0.025, 0.077], [-2.854, 2.035, 2.771], [0.381, 0.080, -0.370], [0.090, -0.359, -0.759], [0.095, -1.120, -0.062], [-0.339, -0.100, -0.386], [0.625, 0.213, -1.773], [0.760, 0.775, -0.157], [-0.217, -0.088, -0.148]],
  "e_lumo_ev": 0.2,
  "gap_ev": 9.16,
  "total_charge": 0,
  "smiles": "O=C(O)CCCS.O.O.O.O"
}

Record 4
{
  "formula": "C4H17N2O2",
  "method": "wB97M-V/def2-TZVPD",
  "elements": ["H", "H", "O", "H", "N", "H", "H", "C", "H", "H", "C", "H", "C", "H", "H", "H", "H", "O", "H", "H", "H", "N", "H", "H", "C"],
  "positions_angstrom": [[-1.10518, -1.57839, -0.38611], [1.71658, -1.04532, -0.83733], [-1.24305, -1.06391, 4.71297], [3.64390, 0.47017, 1.65012], [0.12919, 1.33976, -3.07038], [0.70224, -1.26328, -2.08423], [-2.14276, -0.91776, 4.38474], [-0.79069, 0.81720, -2.06528], [0.06195, -1.03361, 0.74469], [-1.52179, 1.53944, -1.69607], [-0.71661, -0.66974, 0.06889], [0.48978, 1.01598, -0.27850], [-1.84103, -0.01076, 0.91838], [1.74659, -0.00058, -2.12007], [0.50090, 2.19952, -2.67096], [-1.41046, 0.12155, 1.90854], [-1.19151, -0.57078, 5.53720], [3.71613, -0.36638, 1.18049], [-1.42114, 0.01941, -2.44836], [-2.63951, -0.73406, 1.01207], [4.63696, -0.65115, 1.29373], [1.13422, -0.53754, -1.50713], [-2.10981, 0.97946, 0.55982], [-0.33298, 1.66313, -3.91536], [-0.01191, 0.27765, -0.89187]],
  "forces_ev_per_a": [[-0.036, 0.098, -0.642], [-0.044, 0.329, 0.420], [-0.270, 0.104, -0.336], [0.123, -0.040, 0.090], [0.099, 0.602, 0.289], [0.069, 0.086, -0.178], [0.285, -0.070, 0.258], [-0.756, 0.204, 0.118], [-0.053, 0.023, 0.137], [0.104, 0.210, 0.108], [-0.177, 0.134, 0.490], [0.025, 0.552, -0.147], [1.458, -0.372, 0.157], [-0.226, 0.300, -0.150], [0.246, 0.011, -0.188], [-0.238, 0.169, 0.192], [-0.034, -0.014, 0.034], [0.111, -0.109, -0.230], [0.163, -0.306, -0.402], [-0.512, 0.390, -0.099], [-0.390, 0.141, -0.003], [-0.038, -0.735, -0.040], [-0.490, -0.203, -0.147], [-0.168, -0.373, 0.064], [0.749, -1.132, 0.207]],
  "e_lumo_ev": -2.8,
  "gap_ev": 11.03,
  "total_charge": 1
}

Record 5
{
  "formula": "C4H17N2ORu",
  "method": "wB97M-V/def2-TZVPD",
  "elements": ["C", "H", "H", "N", "H", "H", "H", "H", "O", "H", "H", "H", "H", "H", "C", "H", "Ru", "N", "H", "H", "H", "C", "C", "H", "H"],
  "positions_angstrom": [[-1.81958, 0.36669, 2.67308], [-0.91574, -2.58658, -0.40443], [-2.36064, -0.57082, 2.49983], [0.35556, -0.01747, -2.95731], [-2.18449, -1.70707, -0.87892], [2.35161, 0.42397, -0.96010], [0.82772, -0.88254, -3.23538], [1.29731, 1.86549, -0.84084], [-1.32883, 0.68186, 0.37560], [0.86562, -0.65255, 0.59728], [-0.03269, -1.51287, 1.94780], [2.72627, 1.65763, 0.25042], [-1.43096, 0.35355, 3.70228], [3.12831, 2.01591, -1.40964], [2.38044, 1.49069, -0.78002], [-0.48957, 0.10634, -3.52308], [-0.15417, -0.06442, -0.85695], [-1.19142, -1.83687, -1.05747], [1.18404, -0.25985, 2.29360], [1.00230, 0.73210, -3.19902], [-1.18090, -2.31608, -1.96891], [0.37611, -0.54731, 1.60758], [-0.67920, 0.54819, 1.64511], [-2.52359, 1.19147, 2.58899], [-0.20352, 1.52055, 1.89052]],
  "forces_ev_per_a": [[0.773, -0.461, 0.221], [-0.143, 0.364, -0.218], [0.117, 0.115, -0.036], [0.396, -0.045, -1.028], [-0.107, 0.209, 0.143], [0.495, -0.349, -0.197], [-0.314, 0.242, -0.193], [1.619, 0.059, -0.169], [-0.687, 0.727, 1.165], [0.462, -0.354, 1.130], [0.214, 0.222, -0.399], [-0.284, -0.203, -0.210], [-0.067, -0.024, -0.265], [-0.899, -0.367, -0.035], [-0.590, 1.036, 0.613], [0.438, -0.114, 0.010], [1.364, 2.045, -1.286], [-1.291, -3.682, -0.482], [-0.048, -0.267, -0.269], [-0.161, 0.011, -0.041], [0.022, 0.217, 0.283], [0.123, -0.260, 1.006], [-1.488, 1.265, 0.664], [0.087, 0.035, -0.105], [-0.031, -0.421, -0.303]],
  "e_lumo_ev": [-3.3, -4.3],
  "gap_ev": [7.70, 8.34],
  "total_charge": 1,
  "spin_multiplicity": 5,
  "s2": 6.01
}

Record 6
{
  "formula": "C4H17N4",
  "method": "wB97M-V/def2-TZVPD",
  "elements": ["H", "H", "H", "H", "N", "H", "N", "H", "H", "C", "N", "C", "H", "C", "C", "H", "H", "H", "H", "H", "N", "H", "H", "H", "H"],
  "positions_angstrom": [[1.14514, 1.30791, 2.42838], [2.82499, 1.41100, 1.86772], [3.14607, 0.20898, 3.71951], [-2.05182, -1.76111, -1.93778], [-0.11362, -0.91784, -1.91379], [-1.80815, -0.28677, 0.04995], [2.47251, -0.23265, 3.10661], [-3.91294, 0.95330, -0.38543], [0.57057, 0.09363, -0.99190], [2.01357, 0.72068, 2.10126], [1.13805, 0.76259, -0.25780], [-2.13577, 0.12108, -0.91065], [0.82640, -0.77452, 1.12012], [-1.59335, -0.77966, -2.01021], [1.62907, -0.08326, 0.86846], [1.69903, -0.52118, 3.69156], [-1.66100, 1.10027, -1.01818], [1.89626, 1.25270, -0.73009], [0.50086, 1.47633, 0.09029], [-4.03564, -0.60141, -0.83422], [-3.57105, 0.27209, -1.05106], [2.47198, -0.66063, 0.51296], [-1.87046, -0.38906, -2.98655], [0.12532, -1.88213, -1.69339], [0.29400, -0.79033, -2.83577]],
  "forces_ev_per_a": [[0.073, 0.119, -0.035], [-0.023, 0.034, -0.052], [0.034, -0.112, 0.010], [-0.095, -0.166, 0.039], [0.039, -0.259, -0.337], [0.027, -0.094, 0.301], [-0.058, 0.361, 0.041], [-0.111, 0.049, -0.078], [0.285, 0.128, 0.128], [-0.017, -0.269, 0.049], [-0.232, -0.032, -0.088], [0.206, -0.011, -0.326], [-0.041, -0.051, -0.026], [-0.111, -0.024, -0.041], [-0.047, 0.124, 0.062], [0.026, -0.133, 0.036], [-0.137, 0.132, -0.017], [0.022, -0.072, 0.041], [-0.068, 0.032, 0.010], [-0.087, -0.022, -0.052], [0.187, -0.011, 0.185], [0.163, -0.115, -0.052], [0.019, 0.145, 0.012], [-0.017, 0.123, 0.215], [-0.035, 0.122, -0.025]],
  "e_lumo_ev": -2.9,
  "gap_ev": 9.97,
  "total_charge": 1
}

ΔE to the lowest compared entry with this formula, charge and spin (computed, kcal/mol): 15.7 73.7 0.0 24.1 0.0 1.0